# C45H105N3O9

A structure of composition C45H105N3O9 (the ωB97M-V functional and the def2-TZVPD basis, OMol25).

largest force on an atom	0.2648	hartree/bohr
relative energy (zero: lowest compared OMol25 entry of this formula, charge and spin)	2694.2	kJ/mol
LUMO	0.29	eV

The geometry in ORCA input format:
```
! RIJCOSX wB97M-V def2-TZVPD def2/J DEFGRID3
* xyz 0 1
C 0.174 1.207 2.286
C 1.107 0.947 3.489
C 0.707 -0.535 3.979
C 1.782 -1.127 4.878
C 3.004 -1.248 4.121
C 3.616 0.073 3.661
N 2.547 0.799 2.963
O 3.106 1.906 2.247
C 4.155 0.873 4.908
C 4.764 -0.253 2.705
C 0.774 1.929 4.538
H -0.874 1.160 2.582
H 0.513 0.613 1.438
H 0.146 2.220 1.885
H -0.266 -0.475 4.466
H 0.539 -1.148 3.094
H 1.450 -2.148 5.070
H 1.935 -0.515 5.767
H 2.889 -1.841 3.214
H 3.647 -1.730 4.857
H 5.227 0.743 5.053
H 4.079 1.948 4.745
H 3.801 0.509 5.873
H 5.286 -1.167 2.990
H 4.247 -0.469 1.770
H 5.462 0.540 2.436
H 1.405 1.794 5.417
H -0.261 1.910 4.878
H 0.859 2.929 4.113
H 2.823 1.703 1.352
C -0.041 -2.592 -4.618
C 1.284 -2.069 -4.150
C 2.371 -2.437 -5.246
C 3.727 -1.739 -5.272
C 3.493 -0.283 -5.059
C 2.504 0.149 -3.889
N 1.234 -0.600 -3.883
O 0.299 -0.202 -2.961
C 3.248 0.017 -2.528
C 2.136 1.673 -3.947
C 1.606 -2.775 -2.820
H -0.040 -3.544 -5.148
H -0.476 -1.866 -5.305
H -0.712 -2.769 -3.777
H 2.552 -3.510 -5.315
H 1.875 -2.057 -6.139
H 4.191 -1.843 -6.253
H 4.306 -2.358 -4.586
H 3.074 0.039 -6.012
H 4.393 0.331 -5.072
H 3.772 0.913 -2.194
H 2.493 -0.095 -1.750
H 3.998 -0.773 -2.505
H 2.952 2.175 -4.466
H 1.200 1.919 -4.449
H 2.031 2.327 -3.081
H 1.502 -3.852 -2.948
H 1.003 -2.501 -1.955
H 2.629 -2.628 -2.473
H -0.464 0.055 -3.483
C -2.496 2.944 5.706
C -2.989 2.499 4.296
C -4.531 2.782 4.200
C -5.173 2.507 2.853
C -4.458 3.423 1.884
C -2.889 3.186 1.824
N -2.305 3.255 3.196
O -1.002 3.208 3.227
C -2.586 1.835 1.058
C -2.389 4.319 0.936
C -2.680 1.027 4.299
H -1.567 2.539 6.108
H -3.282 2.778 6.442
H -2.324 4.020 5.688
H -5.052 2.128 4.899
H -4.800 3.728 4.669
H -6.247 2.656 2.742
H -5.071 1.444 2.636
H -4.630 4.462 2.165
H -4.860 3.273 0.882
H -3.205 0.986 1.348
H -3.063 1.985 0.090
H -1.520 1.679 0.893
H -1.319 4.254 0.741
H -2.831 4.338 -0.060
H -2.556 5.317 1.341
H -3.060 0.491 5.168
H -1.626 0.869 4.071
H -3.198 0.490 3.504
H -0.673 4.016 3.628
C -1.088 -3.791 1.892
C -2.312 -3.234 2.549
C -2.355 -1.757 2.992
O -3.429 -3.464 1.755
H -0.202 -3.733 2.524
H -0.785 -3.198 1.029
H -1.171 -4.802 1.493
H -2.460 -3.988 3.322
H -1.885 -1.010 2.352
H -1.981 -1.728 4.015
H -3.351 -1.359 3.186
H -4.132 -2.926 2.126
C 0.560 -5.687 -1.204
C -0.300 -4.648 -0.495
C -0.939 -3.637 -1.521
O -1.391 -5.348 0.117
H 0.848 -6.488 -0.524
H 1.329 -5.248 -1.839
H -0.058 -6.191 -1.948
H 0.366 -4.082 0.156
H -1.465 -2.861 -0.964
H -1.676 -4.023 -2.225
H -0.195 -3.137 -2.141
H -1.857 -5.684 -0.652
C -0.778 5.237 -4.407
C -0.661 3.766 -4.145
C -0.386 3.293 -2.708
O -1.864 3.060 -4.500
H -1.266 5.423 -5.364
H 0.173 5.751 -4.270
H -1.410 5.667 -3.630
H 0.110 3.389 -4.816
H -1.073 3.615 -1.925
H 0.605 3.634 -2.408
H -0.266 2.211 -2.659
H -2.492 3.242 -3.797
C -3.654 -3.234 -4.171
C -2.473 -2.667 -3.312
C -2.298 -1.184 -3.539
O -2.710 -2.792 -2.004
H -3.609 -3.207 -5.259
H -4.467 -2.530 -3.995
H -4.032 -4.227 -3.928
H -1.546 -3.179 -3.568
H -1.929 -0.994 -4.547
H -1.616 -0.647 -2.881
H -3.295 -0.755 -3.438
H -3.566 -2.495 -1.687
C -0.269 1.323 -0.975
C -0.120 -0.014 -0.297
C -1.022 -1.062 -0.752
O 1.270 -0.459 -0.370
H -1.158 1.790 -0.550
H -0.239 1.194 -2.057
H 0.526 1.993 -0.649
H -0.267 0.065 0.781
H -0.881 -1.381 -1.785
H -2.087 -0.834 -0.713
H -0.929 -1.847 -0.001
H 1.298 -1.073 -1.107
C 4.215 1.974 0.356
C 3.202 1.026 -0.339
C 3.605 -0.421 -0.439
O 2.123 0.980 0.496
H 4.708 1.668 1.279
H 3.685 2.914 0.512
H 4.966 2.154 -0.412
H 2.820 1.387 -1.294
H 4.366 -0.879 -1.072
H 2.681 -0.995 -0.506
H 3.995 -0.760 0.521
H 1.548 0.216 0.410
*
```


# C40H48ClF6N2O2SSi

A cluster of 5 separate species, C40H48ClF6N2O2SSi in total (the ωB97M-V functional and the def2-TZVPD basis, OMol25).

largest force on an atom	0.1347	hartree/bohr
relative energy (zero: lowest compared OMol25 entry of this formula, charge and spin)	708.2	kJ/mol
LUMO	-3.50	eV

The geometry in ORCA input format:
```
! RIJCOSX wB97M-V def2-TZVPD def2/J DEFGRID3
* xyz 1 1
C -6.100 1.033 2.065
Si -5.796 1.131 0.161
C -4.687 2.730 -0.112
C -4.781 -0.334 -0.564
C -4.966 -1.766 0.257
C -3.605 -2.683 0.142
F -2.998 -2.386 -1.164
F -4.102 -4.109 0.045
N -2.699 -2.657 1.344
C -2.741 -1.332 2.138
N -3.682 -1.388 3.328
C -1.334 -3.247 1.192
C -0.224 -2.568 0.272
C -0.342 -1.009 -0.148
C 0.429 0.049 0.894
S 1.697 1.135 0.035
O 1.097 1.799 -1.255
O 2.992 0.344 -0.264
Cl 2.278 2.736 1.309
C -7.430 1.499 -0.865
C -8.558 2.445 -0.133
C -9.919 2.807 -1.012
C -10.080 2.207 -2.565
C -8.919 1.243 -3.244
C -7.536 0.871 -2.379
H -5.020 1.048 2.573
H -6.621 0.040 2.408
H -6.644 1.996 2.460
H -3.755 2.710 0.615
H -4.331 2.697 -1.248
H -5.379 3.664 0.019
H -5.023 -0.501 -1.719
H -3.638 0.011 -0.547
H -5.391 -1.642 1.339
H -5.804 -2.356 -0.354
H -3.187 -3.318 2.030
H -1.644 -1.247 2.605
H -2.863 -0.391 1.456
H -3.905 -0.444 3.712
H -3.147 -1.879 4.108
H -0.886 -3.362 2.294
H -1.487 -4.374 0.827
H -0.131 -3.196 -0.739
H 0.840 -2.706 0.797
H 0.145 -0.798 -1.216
H -1.448 -0.581 -0.231
H -0.389 0.790 1.344
H 0.907 -0.501 1.811
H -8.368 2.851 0.955
H -10.747 3.479 -0.522
H -11.054 2.463 -3.199
H -9.000 0.812 -4.331
H -6.719 0.210 -2.912
F 9.558 -0.703 -1.245
C 8.364 -0.312 -0.779
C 8.262 0.175 0.520
C 7.021 0.587 1.004
C 5.891 0.496 0.187
C 6.002 0.002 -1.114
C 7.246 -0.400 -1.601
H 9.149 0.230 1.143
H 6.932 0.976 2.015
H 4.922 0.813 0.566
H 5.121 -0.072 -1.747
H 7.352 -0.778 -2.612
F 8.009 -3.523 4.306
C 9.146 -3.637 3.606
C 9.166 -3.260 2.267
C 10.350 -3.373 1.539
C 11.500 -3.874 2.156
C 11.468 -4.254 3.498
C 10.287 -4.130 4.229
H 8.261 -2.881 1.803
H 10.378 -3.074 0.495
H 12.422 -3.966 1.586
H 12.363 -4.647 3.975
H 10.247 -4.413 5.275
F 5.829 2.527 3.671
C 6.668 3.511 4.021
C 6.749 4.653 3.231
C 7.618 5.681 3.597
C 8.405 5.551 4.744
C 8.320 4.399 5.527
C 7.443 3.376 5.167
H 6.136 4.733 2.339
H 7.683 6.581 2.990
H 9.086 6.350 5.026
H 8.936 4.298 6.417
H 7.357 2.478 5.769
F -10.036 -0.116 -6.704
C -8.900 -0.230 -7.404
C -8.880 0.147 -8.742
C -7.696 0.033 -9.470
C -6.546 -0.467 -8.854
C -6.577 -0.847 -7.512
C -7.759 -0.723 -6.781
H -9.785 0.526 -9.207
H -7.668 0.333 -10.515
H -5.624 -0.559 -9.423
H -5.683 -1.240 -7.035
H -7.799 -1.006 -5.734
*
```


Number 1: total energy -71234.06310 eV, Kohn-Sham gap 7.3 eV. Number 2: total energy -96853.49248 eV, Kohn-Sham gap 6.7 eV.